No. 1
Molecular formula: C4H11N2
Method: DFT, ωB97M-V/def2-TZVPD

```
17
Properties=species:S:1:pos:R:3:forces:R:3
C -0.37709 -0.19821 -2.16250 -1.25 -0.32 0.33
C 0.02461 -0.76370 -0.78628 1.44 0.52 -0.71
C 0.60665 0.28664 0.10969 -2.41 -1.32 -0.69
C 0.34392 0.29416 1.50321 -0.95 1.26 1.18
N -0.63999 -0.53015 2.19308 0.10 -1.53 -0.34
N 0.98149 1.43084 -0.35418 3.53 0.97 0.56
H -1.04598 -0.94766 -2.58243 0.14 0.00 -0.31
H -0.99287 0.68438 -2.03435 -0.08 0.32 -0.05
H 0.40064 0.00661 -2.89180 0.36 -0.16 0.28
H -0.79212 -1.24278 -0.25402 -0.13 -0.23 -0.25
H 0.80231 -1.50327 -1.02508 -0.06 -0.25 0.53
H 0.39403 1.22904 2.05371 0.72 0.02 -0.07
H -1.62947 -0.28806 2.00893 0.11 0.42 -0.05
H -0.49804 -0.47291 3.20786 -0.01 0.07 0.17
H -0.58984 -1.53368 1.95215 0.18 0.04 0.06
H 1.47122 1.56038 -1.23845 -0.97 -0.36 -0.86
H 1.54051 1.98835 0.30047 -0.74 0.53 0.21
```
Forces are in eV/Å.

For the energy, the calculation gives -7286.3772 eV. Its multiplicity is 2. Its total charge is +2. The calculation puts the LUMO energy (alpha / beta) at -0.3316 / -0.4529 Ha.

No. 2
Molecular formula: C4H11N2O
Method: DFT, ωB97M-V/def2-TZVPD

```
18
Properties=species:S:1:pos:R:3:forces:R:3
N 2.51907 -1.00039 -0.83575 0.34 -0.21 0.18
C 2.00444 -0.17415 0.33922 -0.38 -0.13 0.14
O 1.10110 -0.83493 1.06371 0.44 -0.46 0.26
H 3.53831 -0.98553 -0.81913 -0.02 0.13 -0.06
H 2.29741 -1.95411 -0.55004 -0.17 0.09 -0.01
H 2.90556 0.14849 0.92378 0.02 0.11 -0.07
H 1.55611 0.73544 -0.11742 0.24 0.23 -0.12
C -0.62541 -0.29598 -1.38667 -1.58 0.00 -0.27
C -1.58426 0.49107 -0.50731 0.87 -0.52 0.16
C -1.47565 0.48300 0.82605 -1.32 0.39 -0.34
N -2.33260 1.25951 1.62971 0.25 0.26 0.32
H -0.01521 -0.94041 -0.76735 0.48 0.32 0.04
H -1.19314 -0.97123 -2.04861 -0.04 0.13 -0.04
H -0.08847 0.38186 -2.05203 0.44 -0.18 0.18
H -2.32476 1.13065 -0.98743 -0.03 0.03 0.05
H -0.76065 -0.12001 1.37280 0.50 0.05 -0.32
H -2.27801 1.13273 2.62191 -0.05 -0.16 0.01
H -3.24386 1.51397 1.29455 0.01 -0.09 -0.13
```
Forces are in eV/Å.

For the energy, the calculation gives -9353.0772 eV. Its total charge is -1. The calculation puts the LUMO energy at 0.1533 Ha.

No. 3
Molecular formula: C4H11N2O
Method: DFT, ωB97M-V/def2-TZVPD

```
18
Properties=species:S:1:pos:R:3:forces:R:3
N 1.55697 -1.41400 -1.20533 -0.11 -0.17 -0.25
C 1.70542 -0.14123 -0.53770 1.11 -0.75 1.94
N 0.74206 0.88390 -0.72176 -0.65 1.66 -1.37
C -0.09055 1.41874 0.36651 -0.05 -1.69 -0.42
C -0.68816 0.27234 1.19427 -1.04 0.54 0.29
C -1.78899 -0.52115 0.40846 -0.28 0.23 0.65
O -1.42672 -1.05021 -0.75237 0.07 -0.38 -0.16
H 0.66623 -1.80292 -0.89599 -0.32 0.15 -0.23
H 1.47757 -1.29864 -2.20889 -0.05 0.11 -0.03
H 1.73693 -0.42212 0.52637 -0.19 0.16 0.04
H 2.74494 0.19996 -0.65662 -0.09 0.26 -0.66
H 0.08732 0.65934 -1.45657 0.17 -0.57 -0.04
H 0.44118 2.24335 0.84847 -0.11 -0.20 0.54
H -1.00160 1.80612 -0.09838 0.28 0.53 -0.21
H -1.30006 0.69919 2.00448 0.50 -0.01 0.41
H 0.01127 -0.47284 1.57499 0.23 0.29 0.15
H -2.71070 0.13786 0.36861 0.29 0.44 -0.31
H -2.16310 -1.19769 1.24145 0.23 -0.57 -0.33
```
Forces are in eV/Å.

For the energy, the calculation gives -9353.1718 eV. Its total charge is -1. The calculation puts the LUMO energy at 0.1611 Ha. Its SMILES is NCNCCC[O-].

No. 4
Molecular formula: C4H11N2O
Method: DFT, ωB97M-V/def2-TZVPD

```
18
Properties=species:S:1:pos:R:3:forces:R:3
C 0.98895 1.22374 -2.96961 -2.90 1.84 -0.20
N 1.24174 -0.01207 -2.47544 0.15 -1.28 -0.20
O -0.14615 1.70475 -2.98136 1.23 -0.93 0.02
H 1.79084 1.87467 -3.30048 0.80 -0.23 0.07
H 0.65307 -0.79943 -2.79920 0.33 0.92 0.39
H 2.21558 -0.23101 -2.46161 0.56 -0.45 -0.18
C -0.62995 -0.68043 2.94782 -0.55 0.27 -0.78
C -0.96020 -0.95509 1.46900 -1.14 -1.22 0.24
C -0.37844 0.69580 -0.21306 -0.22 -0.24 1.53
N -0.05112 -0.23105 0.62700 0.70 1.44 -1.46
H 0.16872 -1.27894 3.30046 0.93 -0.64 0.21
H -0.36052 0.35593 3.07236 0.07 0.43 0.04
H -1.46481 -0.86317 3.60452 -0.46 -0.18 -0.06
H -0.92777 -2.00658 1.16866 0.28 -0.06 0.45
H -1.96961 -0.65790 1.18912 0.00 0.34 0.19
H 0.31729 1.48672 -0.45826 0.18 -0.52 -0.66
H -1.43086 0.79731 -0.47430 0.18 0.15 0.09
H 0.94325 -0.42326 0.75437 -0.13 0.37 0.31
```
Forces are in eV/Å.

For the energy, the calculation gives -9346.6307 eV. Its total charge is +1. The calculation puts the LUMO energy at -0.1807 Ha.

These records have ΔE to the lowest compared entry with this formula, charge and spin values of 1.513, 1.413, 1.318, 2.226 eV, in the order they appear.